DFT (ωB97M-V with the def2-TZVPD basis set) results for a molecular structure, C30H45ClO2OsP2.

```
! RIJCOSX wB97M-V def2-TZVPD def2/J DEFGRID3
* xyz 2 5
Os -0.540 -0.022 -2.980
C -0.716 -1.952 -0.716
C 0.592 -2.510 -0.762
C 0.796 -0.531 0.374
C -0.578 -0.671 0.004
C 1.509 -1.659 -0.093
C -1.883 -2.852 -0.464
H -1.923 -3.707 -1.149
H -2.860 -2.354 -0.474
H -1.748 -3.276 0.551
C -1.699 0.043 0.661
H -2.686 -0.389 0.428
H -1.766 1.134 0.451
H -1.567 -0.056 1.764
C 1.393 0.593 1.140
H 1.846 0.227 2.074
H 0.663 1.370 1.391
H 2.210 1.068 0.572
C 2.918 -1.957 0.216
H 3.020 -2.632 1.084
H 3.488 -1.050 0.463
H 3.408 -2.462 -0.620
C 0.938 -3.881 -1.176
H 1.114 -4.535 -0.303
H 1.854 -3.934 -1.776
H 0.127 -4.339 -1.742
C -1.051 1.578 -4.259
C -2.066 0.529 -4.632
C -1.487 -0.414 -5.744
C -0.051 -0.908 -5.515
C 0.746 -0.388 -4.343
C 1.643 0.848 -4.473
C 1.195 2.028 -5.364
C -0.283 2.191 -5.491
H -1.516 0.191 -6.657
H 0.560 -0.681 -6.407
H -2.221 -1.223 -5.868
H -0.648 1.851 -6.469
H -1.430 2.395 -3.621
H -2.989 1.061 -5.011
H -0.552 3.265 -5.568
H 1.595 2.994 -4.998
H 2.587 0.468 -4.876
H 1.687 1.902 -6.352
H -0.076 -1.995 -5.457
H 1.314 -1.215 -3.906
P -2.787 -0.164 -3.065
C -3.726 1.147 -2.247
C -3.086 -1.922 -3.304
P 2.254 1.511 -2.869
C 0.681 1.261 -2.009
C 3.559 0.442 -2.261
C 2.668 3.240 -2.666
H -3.080 1.989 -1.922
H -4.203 0.742 -1.344
H -4.510 1.525 -2.925
H -3.299 -2.118 -4.349
H -3.908 -2.278 -2.679
H -2.168 -2.436 -2.989
H 3.030 3.652 -3.623
H 3.444 3.276 -1.893
H 1.760 3.748 -2.302
H 0.684 1.379 -0.923
H -0.023 2.034 -2.415
H 3.957 0.900 -1.329
H 4.375 0.372 -3.008
H 3.139 -0.557 -2.039
Cl -0.329 7.372 5.071
C -0.498 6.364 3.714
C -1.777 6.034 3.234
C -1.919 5.248 2.088
C -0.781 4.751 1.421
C 0.503 5.066 1.927
C 0.641 5.843 3.077
C -0.888 3.861 0.159
O -2.031 3.413 -0.122
O 0.225 3.733 -0.434
H -2.657 6.420 3.729
H -2.901 4.984 1.694
H 1.387 4.688 1.410
H 1.627 6.076 3.454
*
```

**Gap between HOMO and LUMO (alpha / beta)**: 6.8 / 3.6 eV
**Electronic energy**: -2553.346930 Eh
**⟨S²⟩**: 6.0470
**HOMO level (alpha / beta)**: -11.93 / -12.48 eV
**Lowest unoccupied orbital energy (alpha / beta)**: -5.11 / -8.93 eV
**Relative energy (zero: lowest compared OMol25 entry of this formula, charge and spin)**: 0.0 kJ/mol

DFT (ωB97M-V with the def2-TZVPD basis set) results for a single C22H24Cl2N2O4 molecule.

```
! RIJCOSX wB97M-V def2-TZVPD def2/J DEFGRID3
* xyz 0 1
O -2.514 -1.323 3.092
C -2.678 -1.578 1.919
C -4.058 -1.910 1.332
O -4.187 -1.522 -0.019
C -4.051 -0.195 -0.326
C -3.865 0.820 0.606
C -3.703 2.128 0.183
C -3.730 2.428 -1.168
Cl -3.514 4.064 -1.687
C -3.926 1.425 -2.107
C -4.085 0.122 -1.685
N -1.700 -1.605 0.997
C -0.364 -1.107 1.241
C 0.011 -0.061 0.188
C 0.195 -0.688 -1.193
C 1.220 -1.830 -1.172
N 2.556 -1.321 -0.936
C 3.330 -0.823 -1.913
O 3.050 -0.841 -3.093
C 4.650 -0.231 -1.396
O 4.592 0.195 -0.052
C 3.764 1.235 0.267
C 3.699 1.559 1.624
C 2.863 2.563 2.065
C 2.084 3.257 1.149
Cl 1.007 4.493 1.699
C 2.154 2.956 -0.200
C 2.990 1.945 -0.644
C 0.855 -2.871 -0.115
C 0.662 -2.244 1.265
H -4.198 -2.995 1.339
H -4.831 -1.458 1.965
H -3.834 0.612 1.663
H -3.551 2.912 0.907
H -3.948 1.663 -3.159
H -4.234 -0.675 -2.398
H -1.947 -1.824 0.045
H -0.401 -0.642 2.233
H 0.934 0.429 0.499
H -0.769 0.702 0.139
H 0.532 0.073 -1.898
H -0.754 -1.078 -1.566
H 1.246 -2.294 -2.165
H 2.862 -1.220 0.020
H 5.414 -1.014 -1.417
H 4.966 0.575 -2.068
H 4.316 1.011 2.318
H 2.813 2.806 3.114
H 1.550 3.503 -0.907
H 3.018 1.720 -1.698
H 1.639 -3.629 -0.069
H -0.067 -3.367 -0.422
H 1.608 -1.844 1.635
H 0.329 -3.006 1.971
*
```

**Gap between HOMO and LUMO**: 9.3 eV
**Electronic energy**: -2183.651265 Eh
**HOMO level**: -8.75 eV
**Lowest unoccupied orbital energy**: 0.56 eV
**SMILES string**: O=C(COc1ccc(Cl)cc1)N[C@H]1CC[C@H](NC(=O)COc2ccc(Cl)cc2)CC1

DFT (ωB97M-V with the def2-TZVPD basis set) results for a single C6H9N molecule.

```
! RIJCOSX wB97M-V def2-TZVPD def2/J DEFGRID3
* xyz 0 1
C 2.097 -0.412 0.290
N 0.683 -0.571 -0.045
C -0.786 -1.098 0.357
C -1.561 -0.731 -0.857
C -1.252 0.535 -1.173
C -0.699 1.313 0.015
C -0.184 0.161 0.823
H 2.460 -0.884 1.208
H 2.744 -0.689 -0.553
H 2.239 0.682 0.417
H -1.083 -1.923 1.013
H -2.111 -1.434 -1.475
H -1.310 0.953 -2.172
H 0.143 1.982 -0.203
H -1.504 1.888 0.488
H 0.124 0.227 1.868
*
```

**Gap between HOMO and LUMO**: 9.4 eV
**Electronic energy**: -288.646235 Eh
**HOMO level**: -8.31 eV
**Lowest unoccupied orbital energy**: 1.11 eV
**SMILES string**: CN1[C@@H]2C=CC[C@@H]21
**Relative energy (zero: lowest compared OMol25 entry of this formula, charge and spin)**: 356.6 kJ/mol

DFT (ωB97M-V with the def2-TZVPD basis set) results for 3 unconnected molecules or ions with the total composition C5H11N3O2.

```
! RIJCOSX wB97M-V def2-TZVPD def2/J DEFGRID3
* xyz -2 1
C 1.218 -0.276 0.494
C 0.157 0.682 1.111
C -1.316 0.234 0.904
C 0.343 2.113 0.651
C 0.228 -1.196 -1.297
N 1.085 -0.412 -0.878
N 0.415 0.795 2.571
N 0.111 -0.325 3.177
O 1.855 2.152 2.998
O 0.506 -0.627 4.358
H 2.239 0.036 0.672
H 1.003 -1.255 1.035
H -2.048 0.922 1.285
H -1.462 -0.696 1.404
H -1.544 -0.031 -0.230
H -0.654 2.525 0.433
H 0.908 2.113 -0.387
H 0.776 2.586 1.590
H -2.461 -1.340 -5.178
H -0.327 -1.821 -0.656
H -0.112 -1.346 -2.346
*
```

**Gap between HOMO and LUMO (alpha / beta)**: 4.5 / 4.2 eV
**Electronic energy**: -511.468865 Eh
**HOMO level (alpha / beta)**: 1.35 / 1.35 eV
**Lowest unoccupied orbital energy (alpha / beta)**: 5.85 / 5.54 eV
**Relative energy (zero: lowest compared OMol25 entry of this formula, charge and spin)**: 318.9 kJ/mol